A molecular structure, C27H35N7O2Ti. Source: OMol25; level of theory: ωB97M-V/def2-TZVPD.

Geometry as XYZ:
```
72
Properties=species:S:1:pos:R:3:mulliken_spin:R:1
Ti -0.562 -1.154 -0.171 0.01
C -3.017 -1.379 3.699 0.00
C -2.138 -1.056 2.547 0.00
N -2.331 -1.430 1.335 0.00
C -3.603 -2.007 0.932 0.00
C -3.668 -1.757 -0.566 0.00
N -2.362 -2.160 -1.148 0.00
C -2.277 -3.646 -1.101 0.00
C -0.937 -4.081 -1.623 0.00
N 0.116 -3.314 -0.919 0.00
C 1.256 -3.096 -1.843 0.00
C 0.930 -1.791 -2.575 0.00
N 0.616 -0.822 -1.548 0.02
C 1.642 -0.344 -0.643 0.05
C 3.019 -0.302 -1.333 0.01
C 0.546 1.017 1.360 0.06
C 0.740 1.961 2.371 0.03
C 0.071 1.802 3.568 0.01
C -0.807 0.732 3.729 0.00
C -1.015 -0.108 2.660 0.01
N -0.334 0.037 1.502 0.00
H -3.431 -2.382 3.597 0.00
H -3.861 -0.683 3.753 0.00
H -2.480 -1.314 4.642 0.00
H -4.436 -1.503 1.423 0.00
H -3.683 -3.066 1.186 0.00
H -3.831 -0.694 -0.733 0.00
H -4.491 -2.306 -1.025 0.00
H -2.366 -1.896 -2.134 0.00
H -3.084 -4.097 -1.681 0.00
H -2.381 -3.970 -0.067 0.00
H -0.873 -3.867 -2.691 0.00
H -0.808 -5.156 -1.497 0.00
H 0.441 -3.859 -0.126 0.00
H 1.381 -3.932 -2.532 0.00
H 2.172 -2.986 -1.269 -0.01
H 0.039 -1.914 -3.194 0.00
H 1.731 -1.488 -3.246 0.00
H 3.130 -1.142 -2.010 0.01
H 3.829 -0.372 -0.622 0.00
H 3.129 0.614 -1.913 0.00
H 1.409 2.799 2.228 0.00
H 0.218 2.512 4.371 0.00
H -1.356 0.604 4.651 0.00
O 4.033 3.447 1.756 0.00
C 4.568 2.153 1.559 0.00
C 3.416 1.273 1.135 0.00
C 3.274 0.007 1.748 0.30
C 2.380 -1.074 1.498 0.10
N 1.576 -1.283 0.482 0.20
C 1.234 1.115 -0.011 -0.01
C 2.523 1.830 0.236 0.24
C 0.129 1.713 -0.867 0.00
C 0.201 2.941 -1.480 0.00
C -0.873 3.400 -2.246 0.00
C -0.797 4.762 -2.872 0.00
O -0.281 5.625 -1.884 0.00
C -1.981 2.574 -2.360 0.00
C -1.989 1.358 -1.701 0.00
N -0.972 0.924 -0.954 0.00
H 4.734 4.068 1.984 0.00
H 5.038 1.765 2.466 0.00
H 5.325 2.149 0.764 0.00
H 3.948 -0.177 2.577 -0.03
H 2.356 -1.846 2.262 0.00
H 2.749 2.787 -0.215 -0.04
H 1.067 3.577 -1.359 0.00
H -1.781 5.069 -3.235 0.00
H -0.123 4.707 -3.738 0.00
H -0.333 6.538 -2.184 0.00
H -2.843 2.872 -2.941 0.00
H -2.863 0.724 -1.765 0.00
```

The lowest unoccupied orbital energy (alpha / beta) is -9.9 / -10.7 eV. As for the gap between HOMO and LUMO (alpha / beta): 0.267 / 0.247 Ha. The HOMO energy (alpha / beta) comes out at -17.197 / -17.409 eV. As for the spin multiplicity: 2. Its charge is +3. Its calculated total energy is -2432.1890 Ha. As for the expectation value of S²: 0.791. For the maximum force, the calculation gives 0.0176 Eh/bohr.